(1)
{
  "formula": "C28H44O3",
  "method": "ωB97M-V with the def2-TZVPD basis set",
  "e_above_lowest_kcal_mol": 0.0,
  "smiles": "CCCCCCCCCC(=O)O[C@H]1CC[C@H]2[C@@H]3CCC4=CC(=O)CC[C@@H]4[C@H]3CC[C@]12C",
  "multiplicity": 1,
  "species": ["C", "C", "C", "C", "C", "C", "C", "C", "C", "C", "O", "O", "C", "C", "C", "C", "C", "C", "C", "C", "C", "C", "O", "C", "C", "C", "C", "C", "C", "C", "C", "H", "H", "H", "H", "H", "H", "H", "H", "H", "H", "H", "H", "H", "H", "H", "H", "H", "H", "H", "H", "H", "H", "H", "H", "H", "H", "H", "H", "H", "H", "H", "H", "H", "H", "H", "H", "H", "H", "H", "H", "H", "H", "H", "H"],
  "positions_angstrom": [[1.7579, 10.8965, -3.5584], [0.7188, 10.0547, -2.8280], [1.1708, 8.6047, -2.6692], [0.1233, 7.7582, -1.9493], [0.5827, 6.3267, -1.6707], [0.7622, 5.4910, -2.9362], [1.0920, 4.0354, -2.6144], [1.2885, 3.2070, -3.8817], [1.6224, 1.7508, -3.5663], [0.4317, 1.0089, -2.9995], [-0.7204, 1.2450, -3.2509], [0.8328, 0.0273, -2.1858], [-0.1842, -0.7904, -1.6124], [-0.6766, -1.8868, -2.5827], [-0.9042, -3.1472, -1.7270], [-0.7634, -2.6424, -0.2895], [-0.4867, -3.6451, 0.8239], [-1.5591, -4.7284, 0.8842], [-1.2395, -5.7136, 2.0049], [-1.0688, -5.0233, 3.3222], [-1.6779, -5.4834, 4.4211], [-1.4243, -4.9839, 5.7704], [-2.0714, -5.3233, 6.7374], [-0.2320, -4.0573, 5.8580], [-0.2275, -3.0946, 4.6773], [-0.1466, -3.8340, 3.3365], [-0.4572, -2.8811, 2.1589], [0.5402, -1.7144, 2.1179], [0.3258, -0.7779, 0.9245], [0.3255, -1.5624, -0.3845], [1.7242, -2.1017, -0.6905], [1.9420, 10.4966, -4.5534], [2.6989, 10.8994, -3.0123], [1.4171, 11.9244, -3.6598], [-0.2223, 10.0790, -3.3823], [0.5318, 10.4853, -1.8414], [2.1057, 8.5793, -2.1038], [1.3676, 8.1868, -3.6579], [-0.7917, 7.7324, -2.5457], [-0.1186, 8.2380, -0.9973], [1.5241, 6.3515, -1.1162], [-0.1611, 5.8399, -1.0349], [1.5660, 5.9097, -3.5444], [-0.1569, 5.5274, -3.5249], [2.0012, 3.9961, -2.0086], [0.2802, 3.6011, -2.0274], [2.0940, 3.6395, -4.4787], [0.3719, 3.2323, -4.4734], [1.9081, 1.2283, -4.4834], [2.4519, 1.6733, -2.8627], [-1.0198, -0.1366, -1.3337], [-1.5874, -1.5648, -3.0842], [0.0816, -2.0531, -3.3483], [-1.8863, -3.5797, -1.9099], [-0.1560, -3.9103, -1.9412], [-1.6984, -2.1272, -0.0358], [0.4807, -4.1272, 0.6551], [-1.6091, -5.2623, -0.0655], [-2.5339, -4.2707, 1.0660], [-2.0179, -6.4744, 2.0782], [-0.2989, -6.2213, 1.7656], [-2.3720, -6.3106, 4.3562], [-0.2563, -3.5184, 6.8060], [0.6703, -4.6757, 5.8409], [0.6174, -2.4129, 4.7796], [-1.1463, -2.5034, 4.7022], [0.8764, -4.2138, 3.2018], [-1.4596, -2.4671, 2.3226], [0.4414, -1.1219, 3.0277], [1.5563, -2.1116, 2.0952], [1.1084, -0.0170, 0.9151], [-0.6340, -0.2680, 1.0382], [1.7353, -2.6545, -1.6238], [2.4111, -1.2649, -0.7890], [2.0868, -2.7512, 0.0991]]
}

---

(2)
{
  "formula": "C28H45AsN4O5PbS2Si2",
  "method": "ωB97M-V with the def2-TZVPD basis set",
  "e_above_lowest_kcal_mol": 23.6,
  "multiplicity": 1,
  "species": ["Pb", "C", "C", "S", "O", "O", "C", "C", "N", "C", "N", "C", "C", "N", "O", "O", "C", "H", "H", "H", "H", "H", "H", "H", "H", "H", "H", "H", "H", "H", "N", "S", "C", "C", "C", "C", "C", "C", "C", "C", "C", "C", "C", "C", "H", "H", "H", "H", "H", "H", "H", "H", "H", "H", "H", "C", "Si", "C", "C", "As", "Si", "C", "C", "C", "H", "H", "H", "H", "H", "H", "H", "H", "H", "H", "H", "H", "H", "H", "H", "H", "H", "H", "C", "C", "O", "H", "H", "H"],
  "positions_angstrom": [[-0.3024, 0.4567, 1.8615], [2.7421, -6.3452, -2.0219], [1.4940, -7.1320, -2.3873], [0.2647, -7.0517, -1.0671], [-0.7412, -8.0518, -1.2999], [0.9358, -7.0588, 0.2106], [-0.4855, -5.4136, -1.2482], [-1.3548, -5.1913, -0.0110], [-1.5709, -3.7789, 0.2599], [-0.8460, -3.0042, 1.0958], [-1.2957, -1.7510, 1.0865], [-2.3340, -1.7023, 0.2260], [-2.5237, -2.9476, -0.3108], [-3.4449, -3.2882, -1.3254], [-4.2183, -2.4130, -1.6674], [-3.4071, -4.4071, -1.8136], [0.3255, -3.4502, 1.8840], [3.5639, -6.5939, -2.6916], [3.0377, -6.5892, -1.0033], [2.5712, -5.2701, -2.0835], [1.6936, -8.1959, -2.5077], [0.9921, -6.7568, -3.2791], [-1.0744, -5.3965, -2.1623], [0.3348, -4.6974, -1.2903], [-0.8543, -5.6321, 0.8490], [-2.3124, -5.6800, -0.1565], [-2.8813, -0.8004, 0.0087], [0.3076, -4.5195, 2.0835], [0.3494, -2.8940, 2.8199], [1.2428, -3.2100, 1.3404], [-1.0286, 3.0767, 1.4562], [-1.2743, 3.6772, 0.0246], [-1.6591, 5.4290, 0.2578], [-2.8862, 5.8581, 0.7420], [-3.0557, 7.1953, 1.0651], [-2.0054, 8.0893, 0.9079], [-0.7829, 7.6524, 0.4196], [-0.6054, 6.3167, 0.0940], [-2.9043, 3.1659, -0.5884], [-3.3641, 3.7254, -1.7724], [-4.5972, 3.3365, -2.2706], [-5.3340, 2.3606, -1.6107], [-4.8518, 1.7880, -0.4436], [-3.6337, 2.2022, 0.0809], [-1.7174, 3.3730, 2.1469], [-3.7033, 5.1585, 0.8645], [-4.0077, 7.5380, 1.4482], [-2.1429, 9.1312, 1.1649], [0.0347, 8.3506, 0.2996], [0.3464, 5.9579, -0.2791], [-2.7617, 4.4656, -2.2857], [-4.9841, 3.7995, -3.1685], [-6.2849, 2.0382, -2.0128], [-5.4216, 1.0214, 0.0650], [-3.2537, 1.7860, 1.0074], [5.2993, 1.0180, 0.4413], [3.5843, 1.4806, 1.1113], [2.9734, 3.0756, 0.2785], [3.8675, 1.9257, 2.9333], [2.1638, -0.3867, 0.8700], [1.6918, -0.2013, -1.4225], [0.7867, -1.7817, -1.9785], [3.2991, -0.0898, -2.4291], [0.6071, 1.2583, -1.9711], [6.0325, 1.8045, 0.6309], [5.2778, 0.8284, -0.6321], [5.6484, 0.1050, 0.9272], [3.5892, 3.9366, 0.5456], [1.9482, 3.2852, 0.5966], [2.9772, 2.9850, -0.8097], [4.7632, 2.5381, 3.0504], [3.9973, 1.0320, 3.5441], [3.0236, 2.4925, 3.3310], [1.3170, -2.6673, -1.6200], [0.7129, -1.8498, -3.0654], [-0.2293, -1.8011, -1.5772], [4.0619, -0.7466, -2.0081], [3.6848, 0.9315, -2.3993], [3.1560, -0.3613, -3.4764], [-0.4582, 1.0330, -1.8788], [0.7973, 1.5502, -3.0060], [0.8164, 2.1208, -1.3409], [1.4992, -0.1703, 4.7160], [0.0691, -0.1490, 4.2127], [-0.8422, -0.4349, 4.9548], [1.5599, -0.5133, 5.7522], [1.9046, 0.8399, 4.6455], [2.0910, -0.8151, 4.0619]]
}

---

(3)
{
  "formula": "C28H45BClN3O12",
  "method": "ωB97M-V with the def2-TZVPD basis set",
  "multiplicity": 1,
  "species": ["C", "C", "C", "C", "C", "C", "C", "C", "C", "C", "C", "C", "O", "O", "C", "C", "O", "C", "C", "O", "O", "C", "C", "O", "C", "N", "C", "O", "B", "O", "O", "C", "C", "C", "C", "O", "O", "N", "C", "C", "O", "N", "C", "C", "H", "H", "H", "H", "H", "H", "H", "H", "H", "H", "H", "H", "H", "H", "H", "H", "H", "H", "H", "H", "H", "H", "H", "H", "H", "H", "H", "H", "H", "H", "H", "H", "H", "H", "H", "H", "H", "H", "H", "H", "H", "H", "H", "H", "H", "Cl"],
  "positions_angstrom": [[4.6018, 2.6328, 0.9559], [5.5800, 1.7008, 0.0675], [4.7052, 0.8764, -1.0019], [3.9073, 1.8237, -2.0673], [2.3986, 1.2118, -2.1345], [1.5866, 1.7918, -3.4201], [0.0872, 2.2349, -3.0277], [-1.0115, 1.0715, -3.1999], [-1.3010, 0.3865, -1.7578], [-0.5599, -0.9753, -1.5130], [0.4496, -1.6466, -2.5672], [-0.2504, -2.6678, -3.5815], [-1.0964, -2.2224, -4.4085], [0.1679, -4.0372, -3.5238], [-0.7888, -4.8707, -2.8532], [-2.2916, -4.4172, -2.5466], [-0.4304, -6.0276, -2.5115], [-0.7575, -1.7315, -0.1626], [0.0250, -3.1135, 0.1529], [-0.5880, -4.1994, 0.2274], [1.4414, -2.9560, 0.2777], [2.0486, -4.1090, 0.9203], [1.7904, -4.1900, 2.4991], [2.0725, -5.5757, 2.8823], [2.7512, -3.2582, 3.3939], [3.5390, -2.2432, 2.6253], [-1.7532, -1.0614, 0.8642], [-1.9544, -1.7500, 2.0936], [-0.9577, -1.3713, 3.0937], [-1.4314, -1.1463, 4.4568], [0.4490, -1.2202, 2.8405], [-2.4408, 0.3074, 0.5084], [-3.4114, 0.8988, 1.6491], [-4.9854, 0.8185, 1.2616], [-5.8640, -0.0256, 2.3089], [-6.6308, 0.5899, 3.1086], [-5.8797, -1.4533, 2.3783], [-2.1859, 0.9992, -0.7637], [-2.8527, 2.3142, -0.9815], [-2.2313, 3.4930, -0.0384], [-0.9854, 3.5104, 0.1169], [-3.1917, 4.4405, 0.5848], [-3.0312, 5.8315, -0.0222], [-2.8802, 4.6459, 2.0507], [4.3096, 3.5544, 0.3399], [3.7094, 2.0002, 1.3014], [5.1916, 2.9262, 1.9101], [6.3948, 2.3120, -0.4477], [6.1269, 0.9262, 0.7531], [5.4403, 0.1981, -1.5803], [4.0084, 0.1786, -0.4186], [4.4245, 1.6683, -3.0744], [3.9258, 2.9238, -1.7610], [2.5508, 0.0672, -2.1898], [1.8139, 1.4373, -1.1594], [2.1413, 2.7097, -3.8108], [1.5351, 0.9843, -4.2509], [0.1097, 2.5894, -1.9344], [-0.2390, 3.1092, -3.6960], [-2.0042, 1.5322, -3.5770], [-0.7375, 0.2791, -3.9988], [0.9008, -0.8032, -3.2207], [1.3340, -2.1698, -2.0694], [-2.2858, -3.5784, -1.7661], [-2.9387, -5.3113, -2.2337], [-2.7155, -3.9684, -3.5153], [3.1919, -4.0054, 0.7724], [1.7674, -5.1198, 0.4693], [0.7076, -3.9432, 2.7996], [2.3022, -5.6228, 3.8352], [2.0837, -2.6840, 4.1316], [3.5035, -3.8519, 4.0400], [3.9342, -1.5778, 3.3236], [4.3922, -2.7051, 2.2418], [-1.7938, -0.2376, 4.5393], [0.6359, -0.5571, 2.1388], [-3.2984, 0.2755, 2.6193], [-3.1682, 1.9754, 1.9442], [-5.3794, 1.9056, 1.3342], [-5.1259, 0.5080, 0.1711], [-6.4948, -1.7232, 1.6441], [-3.9794, 2.3018, -0.7230], [-2.7788, 2.7085, -2.0494], [-1.9624, 6.1632, 0.2699], [-3.1943, 5.8021, -1.1516], [-3.8102, 6.5059, 0.5040], [-3.7967, 4.2992, 2.6711], [-2.6666, 5.7482, 2.3092], [-1.9998, 4.0114, 2.4121], [8.0754, 0.9478, 0.9170]]
}

---

(4)
{
  "formula": "C28H45N4O10PSSi",
  "method": "ωB97M-V with the def2-TZVPD basis set",
  "multiplicity": 1,
  "species": ["C", "Si", "C", "C", "C", "C", "C", "C", "C", "C", "C", "N", "C", "O", "O", "C", "N", "C", "N", "P", "S", "N", "C", "O", "O", "C", "C", "C", "C", "C", "C", "H", "H", "H", "H", "H", "H", "H", "H", "H", "H", "H", "H", "H", "H", "H", "H", "H", "H", "H", "H", "H", "H", "H", "H", "H", "H", "H", "H", "H", "H", "H", "H", "H", "C", "C", "C", "O", "C", "O", "O", "H", "H", "H", "H", "H", "H", "C", "C", "C", "O", "C", "O", "O", "H", "H", "H", "H", "H", "H"],
  "positions_angstrom": [[2.9107, -2.2026, -0.2143], [3.1444, -1.6348, -2.0084], [3.9091, -3.0454, -3.0195], [1.5231, -1.1690, -2.8773], [0.2914, -1.9821, -2.3880], [-0.8159, -2.1564, -3.4754], [-2.0388, -1.2305, -3.2169], [-2.4258, -0.3053, -4.4137], [-2.4542, 1.1987, -4.0137], [-0.9883, 1.6932, -3.9970], [-0.7584, 3.0023, -3.2213], [-1.4178, 3.0171, -1.8991], [-2.5515, 3.9801, -1.7310], [-2.2108, 5.1582, -1.5442], [-3.7178, 3.5545, -1.7552], [-0.9364, 2.2197, -0.9998], [0.1036, 1.3559, -1.1684], [0.3151, 0.6990, -0.0605], [-0.5811, 1.1500, 0.8535], [-0.4914, 0.4659, 2.4480], [-0.4529, 1.7747, 3.8815], [-1.3913, 2.0890, 0.3012], [-2.4091, 2.7329, 1.0759], [-1.9394, 3.9035, 1.7587], [-0.9976, 4.5738, 0.9760], [4.2397, -0.0865, -2.0539], [4.1596, 0.9190, -1.1027], [4.9449, 2.0493, -1.1591], [5.8711, 2.1652, -2.1799], [5.9881, 1.1754, -3.1270], [5.1696, 0.0641, -3.0748], [3.0735, -1.4010, 0.5198], [1.9122, -2.6343, -0.0571], [3.6435, -2.9897, 0.0102], [3.7869, -2.7693, -4.0760], [4.9687, -3.2022, -2.7897], [3.3340, -3.9678, -2.8668], [1.3898, -0.0869, -2.7523], [1.6739, -1.3882, -3.9450], [-0.1794, -1.5481, -1.4968], [0.6794, -2.9679, -2.0836], [-0.3759, -2.0240, -4.4692], [-1.1527, -3.1971, -3.3738], [-1.8188, -0.5615, -2.3736], [-2.9141, -1.8536, -3.0040], [-3.3361, -0.6103, -4.9395], [-1.6112, -0.3782, -5.1535], [-2.9674, 1.3642, -3.0616], [-2.9497, 1.7230, -4.8418], [-0.3463, 0.8978, -3.5975], [-0.6415, 1.8679, -5.0257], [-1.1977, 3.8098, -3.8188], [0.3020, 3.2660, -3.1293], [1.0583, -0.0629, 0.1361], [-1.5481, -0.4586, 2.5840], [0.7123, -0.2487, 2.5356], [-2.8027, 2.1027, 1.8805], [-3.2755, 3.0166, 0.4602], [-0.1515, 4.5530, 1.4508], [3.4580, 0.8621, -0.2674], [4.8691, 2.8500, -0.4288], [6.5072, 3.0454, -2.2455], [6.7188, 1.2546, -3.9291], [5.2614, -0.7087, -3.8366], [2.9985, -2.0087, 7.2603], [2.7408, -1.9710, 5.7749], [1.9958, -0.7491, 5.3010], [1.3486, -1.2427, 4.1167], [1.1663, -2.5845, 4.2900], [0.4967, -3.2599, 3.5805], [1.8450, -3.0257, 5.3727], [3.7294, -1.2523, 7.5458], [2.0786, -1.8371, 7.8215], [3.3724, -2.9886, 7.5567], [3.6784, -2.1048, 5.2276], [2.6518, 0.0856, 5.0654], [1.2257, -0.4123, 5.9977], [-6.6216, -0.4123, 3.8549], [-5.3789, -1.0008, 3.2345], [-4.4377, 0.0135, 2.6376], [-3.7699, -0.7558, 1.6242], [-4.6374, -1.7420, 1.2432], [-4.4797, -2.4427, 0.3021], [-5.6985, -1.8020, 2.0869], [-6.3780, 0.1376, 4.7641], [-7.1232, 0.2633, 3.1602], [-7.3335, -1.2002, 4.1004], [-4.8665, -1.6435, 3.9569], [-3.7232, 0.4050, 3.3629], [-4.9521, 0.8476, 2.1529]]
}

---

no.,gap between HOMO and LUMO (Eh)
1,0.3626
2,0.2025
3,0.0621
4,0.2889